This record from the Open Molecules 2025 dataset describes a structure of composition C24H26N5SW. The level of theory is ωB97M-V/def2-TZVPD.

Properties
ΔE to the lowest compared entry with this formula, charge and spin = 267.6 kJ/mol
Net charge = +3
HOMO energy = -0.6451 hartree
LUMO level = -11.5 eV
Kohn-Sham gap = 6.04 eV

Atoms and positions in Å:
W -0.323 -1.198 -0.066
C -2.734 -2.908 1.629
C -2.189 -1.560 1.302
N -1.048 -1.075 1.895
N -1.087 0.195 2.522
C -0.317 1.185 2.088
N -0.163 2.298 2.767
S 0.490 0.963 0.568
C -1.956 -1.157 -1.708
C -2.869 -1.911 -2.436
C -2.555 -2.161 -3.768
C -1.348 -1.704 -4.298
C -0.415 -1.095 -3.464
N -0.720 -0.852 -2.193
H -2.035 -3.533 2.176
H -3.113 -3.428 0.748
H -3.599 -2.744 2.283
H -1.397 0.168 3.488
H -0.616 2.468 3.656
H 0.409 3.047 2.400
H -3.826 -2.191 -2.021
H -3.263 -2.680 -4.402
H -1.109 -1.853 -5.342
H 0.568 -0.816 -3.818
C 1.549 -2.378 2.917
C 1.390 -2.477 1.440
C 0.477 -3.397 0.872
C 0.398 -3.616 -0.513
C -0.451 -4.701 -1.090
C 1.151 -2.754 -1.340
C 2.030 -1.777 -0.827
C 2.887 -0.933 -1.714
C 2.128 -1.664 0.575
H 2.280 -3.127 3.238
H 0.614 -2.591 3.434
H 1.931 -1.404 3.219
H -0.128 -4.004 1.532
H 0.145 -5.618 -1.128
H -0.764 -4.477 -2.108
H -1.321 -4.913 -0.470
H 1.069 -2.871 -2.413
H 3.886 -1.378 -1.754
H 3.004 0.077 -1.321
H 2.516 -0.891 -2.734
H 2.780 -0.904 0.989
N -7.214 0.537 -1.622
C -6.151 0.449 -1.198
C -4.805 0.357 -0.710
C -4.446 -0.606 0.159
C -3.027 -0.514 0.621
C -2.112 -0.188 -0.535
C -2.511 1.131 -1.119
C -3.830 1.355 -1.192
H -5.161 -1.307 0.572
H -2.991 0.375 1.267
H -1.777 1.802 -1.550
H -4.219 2.257 -1.649

This record from the Open Molecules 2025 dataset describes a cluster of 9 separate species, C29H29Cl12N5 in total at a distorted geometry. The level of theory is ωB97M-V/def2-TZVPD.

Properties
ΔE to the lowest compared entry with this formula, charge and spin = 144.0 kJ/mol
SMILES = ClC(Cl)Cl.ClC(Cl)Cl.ClC(Cl)Cl.ClC(Cl)Cl.c1ccncc1.c1ccncc1.c1ccncc1.c1ccncc1.c1ccncc1
HOMO energy = -0.3495 hartree
LUMO level = 0.3 eV
Kohn-Sham gap = 9.79 eV

Atoms and positions in Å:
N 1.118 -0.987 -0.973
C 2.044 -0.861 -0.033
C 1.763 -1.316 1.325
C 0.501 -1.764 1.588
C -0.513 -1.776 0.568
C -0.137 -1.444 -0.686
H 2.997 -0.438 -0.313
H 2.570 -1.464 2.027
H 0.270 -2.040 2.606
H -1.537 -2.100 0.678
H -0.903 -1.476 -1.447
N -1.261 3.799 2.795
C -1.029 5.133 2.955
C -0.624 5.980 1.910
C -0.218 5.376 0.692
C -0.343 3.980 0.594
C -0.819 3.254 1.654
H -1.270 5.618 3.890
H -0.548 7.050 2.036
H 0.242 5.856 -0.159
H 0.012 3.472 -0.291
H -1.175 2.286 1.332
N 5.518 2.509 1.743
C 5.289 3.812 2.009
C 6.308 4.805 1.977
C 7.585 4.499 1.577
C 7.764 3.110 1.261
C 6.760 2.157 1.420
H 4.239 4.038 2.116
H 6.082 5.858 2.053
H 8.323 5.270 1.412
H 8.809 2.933 1.055
H 6.968 1.159 1.064
N -5.253 -3.986 -3.904
C -5.210 -2.948 -2.964
C -5.944 -1.823 -3.238
C -6.804 -1.699 -4.364
C -6.865 -2.778 -5.232
C -6.076 -3.881 -4.977
H -4.853 -3.159 -1.967
H -6.076 -1.062 -2.483
H -7.391 -0.806 -4.517
H -7.619 -2.894 -5.996
H -6.241 -4.664 -5.702
N -5.718 -2.707 2.446
C -5.592 -1.475 2.997
C -5.739 -1.261 4.415
C -6.013 -2.324 5.227
C -6.169 -3.550 4.648
C -5.927 -3.704 3.352
H -5.355 -0.661 2.327
H -5.813 -0.227 4.719
H -6.292 -2.175 6.259
H -6.409 -4.419 5.243
H -6.095 -4.697 2.963
C -1.917 -4.313 6.133
Cl -2.652 -5.291 7.354
Cl -0.940 -5.347 5.064
Cl -0.991 -3.035 6.856
H -2.632 -3.766 5.519
C 6.672 2.876 -4.831
Cl 6.040 3.067 -6.478
Cl 5.397 2.118 -3.824
Cl 7.251 4.265 -3.973
H 7.438 2.103 -4.759
C 5.747 -2.718 -2.964
Cl 7.411 -2.180 -2.767
Cl 5.361 -3.930 -1.701
Cl 5.403 -3.366 -4.618
H 4.987 -1.954 -2.799
C 1.249 0.436 -6.292
Cl -0.219 -0.625 -6.336
Cl 0.885 2.156 -6.564
Cl 2.494 -0.167 -7.406
H 1.682 0.282 -5.304

This record from the Open Molecules 2025 dataset describes a structure of composition C20H29MnN2O10 at a distorted geometry. The level of theory is ωB97M-V/def2-TZVPD.

Properties
2S+1 = 6
ΔE to the lowest compared entry with this formula, charge and spin = 0.0 kJ/mol
Net charge = +1
HOMO energy (alpha / beta) = -0.3917 / -0.3917 hartree
LUMO level (alpha / beta) = -4.8 / -4.8 eV
Kohn-Sham gap (alpha / beta) = 5.87 / 5.82 eV

Atoms and positions in Å:
Mn 0.248 -2.362 2.182
O 0.409 -0.641 1.294
H 0.249 0.184 1.758
C -4.243 0.366 -1.060
C -4.285 -0.977 -0.378
C -3.661 -2.111 -1.212
O -2.717 -2.721 -0.314
C -2.629 -2.003 0.778
O -1.825 -2.243 1.650
O -3.416 -0.957 0.794
H -4.532 1.177 -0.393
H -4.920 0.371 -1.915
H -3.228 0.581 -1.411
H -5.298 -1.191 -0.041
H -3.098 -1.701 -2.051
H -4.393 -2.823 -1.578
C -2.650 1.311 3.634
C -1.605 2.372 3.436
C -0.882 2.370 2.066
O -1.139 3.628 1.487
C -1.924 4.375 2.317
O -2.285 5.465 2.097
O -2.260 3.658 3.425
H -2.248 0.469 4.208
H -3.073 0.922 2.710
H -3.466 1.705 4.239
H -0.906 2.389 4.270
H -1.135 1.553 1.387
H 0.190 2.236 2.291
C 5.088 -1.769 -1.138
C 3.594 -1.791 -1.334
C 3.065 -2.870 -2.279
O 1.891 -3.354 -1.618
C 1.928 -2.951 -0.380
O 1.081 -3.236 0.436
O 2.954 -2.201 -0.094
H 5.313 -1.119 -0.291
H 5.604 -1.337 -1.995
H 5.471 -2.768 -0.930
H 3.251 -0.795 -1.622
H 3.791 -3.686 -2.373
H 2.898 -2.529 -3.297
N -0.661 -0.175 -1.257
C -1.119 1.063 -1.630
C -1.740 0.941 -2.839
C -1.696 -0.429 -3.196
C -1.027 -1.094 -2.198
H -0.169 -0.340 -0.370
H -0.889 1.923 -1.021
H -2.190 1.770 -3.360
H -2.094 -0.908 -4.075
H -0.723 -2.123 -2.086
N 2.907 0.667 0.608
C 2.792 1.598 -0.386
C 3.968 2.310 -0.440
C 4.814 1.807 0.594
C 4.136 0.793 1.212
H 2.162 0.040 0.904
H 1.878 1.695 -0.949
H 4.203 3.121 -1.106
H 5.808 2.172 0.795
H 4.432 0.177 2.045

This record from the Open Molecules 2025 dataset describes a cluster of 4 separate species, C22H17F4N3O2 in total at a distorted geometry. The level of theory is ωB97M-V/def2-TZVPD.

Properties
ΔE to the lowest compared entry with this formula, charge and spin = 1081.9 kJ/mol
SMILES = O=C1C=CC(=O)C(C(F)(F)F)=C1F.c1ccncc1.c1ccncc1.c1ccncc1
HOMO energy = -0.3408 hartree
LUMO level = -2.5 eV
Kohn-Sham gap = 6.77 eV

Atoms and positions in Å:
O 1.083 -0.340 1.648
C 1.001 1.003 1.595
C 2.335 2.011 1.642
C 2.342 3.235 0.745
C 0.987 3.399 -0.222
O 1.057 3.751 -1.517
C -0.451 3.036 0.551
C -1.811 3.945 0.366
F -2.910 3.228 -0.326
F -2.270 4.345 1.748
F -1.389 5.212 -0.340
C -0.456 1.812 1.450
F -1.699 1.420 2.162
H 3.199 1.767 2.393
H 3.236 4.017 0.737
N -2.306 -4.394 -1.100
C -1.765 -4.568 0.126
C -0.907 -3.660 0.725
C -0.578 -2.504 0.025
C -1.119 -2.298 -1.241
C -1.971 -3.262 -1.754
H -2.049 -5.487 0.631
H -0.503 -3.850 1.713
H 0.093 -1.770 0.461
H -0.882 -1.407 -1.812
H -2.421 -3.145 -2.736
N -1.119 -7.084 -5.549
C -2.313 -7.400 -6.097
C -3.533 -7.097 -5.513
C -3.531 -6.432 -4.292
C -2.317 -6.094 -3.702
C -1.149 -6.437 -4.364
H -2.262 -7.922 -7.048
H -4.461 -7.373 -5.999
H -4.467 -6.178 -3.804
H -2.281 -5.576 -2.750
H -0.176 -6.192 -3.946
N 3.299 4.882 3.218
C 2.879 6.088 2.779
C 2.974 7.255 3.521
C 3.531 7.181 4.793
C 3.971 5.953 5.275
C 3.837 4.842 4.457
H 2.449 6.093 1.782
H 2.623 8.197 3.117
H 3.621 8.074 5.405
H 4.409 5.862 6.262
H 4.169 3.862 4.786

This record from the Open Molecules 2025 dataset describes a structure of composition C4H5MgO4 at a distorted geometry. The level of theory is ωB97M-V/def2-TZVPD.

Properties
ΔE to the lowest compared entry with this formula, charge and spin = 195.6 kJ/mol
Net charge = +1
HOMO energy = -0.5210 hartree
LUMO level = -4.9 eV
Kohn-Sham gap = 9.30 eV

Atoms and positions in Å:
O 1.906 0.373 0.162
C 1.210 -0.586 -0.161
O 1.058 -1.750 -0.047
O -0.225 0.531 -0.837
C -1.562 0.247 -0.674
C -2.289 0.986 0.394
O -2.012 2.059 0.950
C -0.954 3.038 0.574
Mg 0.843 2.114 -0.137
H -1.706 -0.822 -0.421
H -2.162 0.414 -1.595
H -3.222 0.530 0.749
H -0.949 3.707 1.441
H -1.427 3.598 -0.248

This record from the Open Molecules 2025 dataset describes a cluster of 13 separate species, H24O16S in total at a distorted geometry. The level of theory is ωB97M-V/def2-TZVPD.

Properties
ΔE to the lowest compared entry with this formula, charge and spin = 416.1 kJ/mol
Net charge = -2
HOMO energy = -0.1502 hartree
LUMO level = 4.8 eV
Kohn-Sham gap = 8.92 eV

Atoms and positions in Å:
S -31.597 8.139 -23.815
O -32.018 9.335 -24.540
O -32.624 7.488 -23.060
O -31.129 7.192 -24.760
O -30.537 8.485 -22.908
O -30.318 11.508 -25.276
H -30.556 12.353 -25.747
H -30.882 10.829 -25.237
O -28.175 9.403 -22.626
H -29.050 9.037 -22.792
H -28.233 10.418 -22.888
O -32.990 5.451 -25.410
H -32.269 6.105 -25.251
H -33.698 5.569 -24.689
O -33.476 8.356 -20.688
H -32.673 8.736 -20.479
H -33.245 7.811 -21.502
O -30.375 7.607 -27.294
H -29.945 8.635 -27.337
H -30.322 7.269 -26.357
O -33.623 10.278 -26.305
H -33.186 10.206 -27.126
H -32.945 9.706 -25.733
O -31.240 10.280 -21.226
H -30.716 9.686 -21.888
H -32.106 10.491 -21.697
O -34.961 6.752 -23.416
H -35.204 7.271 -24.097
H -34.153 7.036 -23.441
O -29.310 5.345 -24.119
H -29.625 4.786 -23.398
H -29.960 6.082 -24.258
O -33.179 11.148 -23.228
H -33.495 11.770 -23.997
H -32.843 10.375 -23.750
O -32.902 5.343 -21.560
H -33.822 5.138 -21.466
H -33.000 6.191 -22.126
O -29.640 6.921 -21.035
H -30.004 6.054 -21.125
H -29.934 7.405 -21.740

This record from the Open Molecules 2025 dataset describes a cluster of 5 separate species, C27H53FN2O11S in total at a distorted geometry. The level of theory is ωB97M-V/def2-TZVPD.

Properties
SMILES = CCSC[C@@H](C#N)[C@@](F)(C#N)CC(=O)OC(C)=O.COCCOC.COCCOC.COCCOC.COCCOC
HOMO energy = -0.3358 hartree
LUMO level = -0.2 eV
Kohn-Sham gap = 8.98 eV

Atoms and positions in Å:
C -5.839 5.847 -0.124
C -5.252 4.798 -1.189
S -4.367 3.336 -0.460
C -5.315 2.663 1.029
C -4.337 1.749 1.931
C -4.267 2.502 3.368
N -3.913 3.219 4.272
C -4.887 0.266 2.244
F -5.861 0.425 3.321
C -5.578 -0.479 0.962
N -6.398 -0.927 0.177
C -3.787 -0.770 2.792
C -2.331 -0.164 3.035
O -1.994 0.469 4.079
O -1.248 -0.351 2.064
C -0.468 -1.434 2.630
C 1.120 -1.594 2.373
O -1.007 -2.352 3.332
H -6.441 5.387 0.732
H -6.584 6.520 -0.709
H -5.039 6.543 0.304
H -4.487 5.383 -1.834
H -6.073 4.372 -1.886
H -5.603 3.610 1.633
H -6.303 2.163 0.747
H -3.310 1.768 1.391
H -3.666 -1.617 2.010
H -4.114 -1.295 3.770
H 1.624 -1.399 3.390
H 1.476 -0.853 1.569
H 1.315 -2.686 2.047
C -5.867 -0.241 -4.035
O -6.873 0.579 -4.615
C -7.331 0.083 -5.870
C -8.617 -0.730 -5.723
O -8.412 -1.907 -4.944
C -8.787 -1.734 -3.583
H -5.819 -0.020 -2.966
H -6.075 -1.306 -4.158
H -4.896 -0.008 -4.488
H -6.547 -0.502 -6.362
H -7.541 0.953 -6.500
H -8.934 -1.058 -6.718
H -9.423 -0.122 -5.299
H -9.870 -1.851 -3.484
H -8.492 -0.759 -3.189
H -8.294 -2.510 -2.993
C 4.162 -1.341 0.688
O 4.082 -0.397 1.748
C 5.221 -0.436 2.605
C 6.246 0.637 2.237
O 6.789 0.424 0.936
C 6.142 1.206 -0.061
H 3.471 -1.031 -0.099
H 5.166 -1.404 0.262
H 3.861 -2.330 1.054
H 5.673 -1.434 2.599
H 4.863 -0.239 3.620
H 7.079 0.576 2.944
H 5.813 1.640 2.316
H 6.550 2.221 -0.051
H 5.060 1.249 0.078
H 6.348 0.754 -1.034
C 8.439 3.118 -2.765
O 8.355 4.062 -1.705
C 9.491 4.023 -0.844
C 10.517 5.097 -1.209
O 11.066 4.884 -2.507
C 10.423 5.664 -3.507
H 7.750 3.428 -3.554
H 9.443 3.054 -3.188
H 8.136 2.129 -2.400
H 9.944 3.026 -0.848
H 9.129 4.220 0.170
H 11.348 5.036 -0.498
H 10.084 6.100 -1.132
H 10.829 6.680 -3.496
H 9.340 5.707 -3.371
H 10.633 5.212 -4.479
C -0.766 -7.198 0.803
O -0.142 -6.007 1.263
C -0.941 -5.297 2.209
C -0.532 -5.613 3.648
O -0.755 -6.985 3.972
C 0.419 -7.776 3.841
H 0.006 -7.846 0.382
H -1.273 -7.739 1.605
H -1.489 -6.953 0.016
H -2.004 -5.502 2.046
H -0.777 -4.232 2.030
H -1.157 -5.021 4.323
H 0.512 -5.338 3.832
H 1.039 -7.660 4.735
H 1.005 -7.511 2.958
H 0.116 -8.822 3.756

This record from the Open Molecules 2025 dataset describes a cluster of 2 separate species, C11H17IN in total at a distorted geometry. The level of theory is ωB97M-V/def2-TZVPD.

Properties
ΔE to the lowest compared entry with this formula, charge and spin = 217.1 kJ/mol
Net charge = +1
HOMO energy = -0.4469 hartree
LUMO level = -3.1 eV
Kohn-Sham gap = 9.06 eV

Atoms and positions in Å:
C -2.471 -2.772 -0.376
C -1.558 -2.624 -1.390
C -2.205 -2.121 0.812
C -0.442 -1.820 -1.210
C -1.011 -1.468 1.026
C -0.083 -1.273 0.000
C -0.521 1.891 0.724
C 1.797 2.265 0.107
C 0.208 1.603 -1.824
C 1.114 -0.427 0.179
C 0.559 1.602 -0.316
N 1.465 -0.275 1.696
I 2.857 -1.123 -0.879
H -3.353 -3.315 -0.721
H -1.661 -3.223 -2.335
H -2.956 -2.179 1.540
H 0.328 -1.469 -2.063
H -1.103 -1.174 2.082
H -1.195 1.119 0.713
H -0.195 2.094 1.655
H -0.927 2.914 0.397
H 2.056 2.078 1.207
H 2.660 2.239 -0.485
H 1.891 3.381 0.030
H 0.946 0.933 -2.365
H -0.745 1.199 -2.028
H 0.200 2.654 -2.144
H 1.433 -1.264 1.901
H 0.699 0.233 2.060
H 2.212 0.322 2.011

This record from the Open Molecules 2025 dataset describes the ion C6H12NS with charge +1 at a distorted geometry. The level of theory is ωB97M-V/def2-TZVPD.

Properties
ΔE to the lowest compared entry with this formula, charge and spin = 365.0 kJ/mol
Net charge = +1
SMILES = CC(=S)[C@@H]1[C@H](C)[N@H+]1C
HOMO energy (alpha / beta) = -0.4647 / -0.4647 hartree
LUMO level (alpha / beta) = -4.3 / -4.3 eV
Kohn-Sham gap (alpha / beta) = 8.33 / 8.33 eV

Atoms and positions in Å:
C 0.077 0.715 0.802
C -1.595 1.040 0.936
C 1.151 0.367 -0.434
C -2.168 0.647 -0.344
C 1.002 0.284 -1.966
C 1.235 -1.466 1.372
N 0.492 -0.631 0.415
S -2.596 1.460 2.184
H 0.693 1.163 1.689
H 2.158 0.716 -0.290
H -3.030 1.273 -0.671
H -2.805 -0.246 -0.224
H -1.530 0.521 -1.183
H 0.716 1.220 -2.508
H 0.342 -0.624 -2.143
H 1.948 0.061 -2.413
H 1.995 -0.966 2.002
H 0.559 -1.905 2.050
H 1.525 -2.407 0.837
H -0.168 -1.221 -0.112

This record from the Open Molecules 2025 dataset describes a structure of composition C13H5Cl3HgNO6. The level of theory is ωB97M-V/def2-TZVPD.

Properties
2S+1 = 2
ΔE to the lowest compared entry with this formula, charge and spin = 0.0 kJ/mol
Net charge = -2
HOMO energy (alpha / beta) = 0.0485 / -0.0841 hartree
LUMO level (alpha / beta) = 4.0 / 4.0 eV
Kohn-Sham gap (alpha / beta) = 2.70 / 6.31 eV

Atoms and positions in Å:
Hg 0.200 0.043 0.154
O 4.691 -0.163 -4.212
C 3.680 -0.119 -3.244
C 2.317 -0.308 -3.618
C 1.353 -0.261 -2.661
N 1.671 -0.036 -1.353
C 3.005 0.152 -0.963
C 4.003 0.108 -1.926
C 3.293 0.395 0.483
O 4.476 0.563 0.837
O 2.274 0.411 1.267
C -0.124 -0.457 -3.004
O -0.421 -0.662 -4.192
O -0.931 -0.391 -2.026
H 4.253 -0.331 -5.052
H 2.012 -0.490 -4.642
H 5.027 0.255 -1.608
Cl -6.347 -0.013 4.120
C -4.708 0.054 3.482
C -4.489 -0.125 2.129
C -3.202 -0.072 1.638
Cl -2.943 -0.297 -0.056
C -2.056 0.162 2.454
O -0.844 0.220 2.046
C -2.367 0.335 3.831
Cl -1.048 0.626 4.924
C -3.649 0.285 4.340
H -5.314 -0.306 1.453
H -3.811 0.425 5.399

- What is the formula in the sixth record?
  H24O16S